No. 1
A structure of composition C26H25Cl2N6O2RuS, computed with wB97M-V/def2-TZVPD.

Cartesian coordinates (Å):
Ru1 0.37871 -0.66667 -0.70740
Cl1 0.13725 -3.29380 -7.09542
C1 -0.16579 -2.29213 -5.68718
C2 0.62812 -2.56120 -4.57245
C3 0.47177 -1.72715 -3.42321
N1 1.13990 -1.80481 -2.20850
C4 1.79840 -2.96763 -1.88635
O1 2.05354 -3.90419 -2.61886
C5 2.13348 -3.00736 -0.45102
C6 2.99444 -3.93685 0.09926
C7 3.11111 -4.02304 1.47541
C8 2.34442 -3.21889 2.30178
C9 1.57273 -2.21836 1.70177
N2 1.41875 -2.13843 0.36653
C10 -0.65151 -0.72971 -3.38661
C11 -1.43497 -0.58938 -4.59431
C12 -1.23761 -1.38118 -5.69761
Cl2 -2.24636 -1.23223 -7.01978
N3 -0.83474 -0.09969 -2.29365
C13 -2.18119 0.51007 -2.07765
O2 -2.73239 1.19678 -2.88513
C14 -2.84249 -0.09963 -0.89084
C15 -3.95884 0.50240 -0.44153
C16 -4.64280 -0.09416 0.63739
C17 -4.10105 -1.25376 1.17152
C18 -2.90566 -1.74324 0.65884
N4 -2.26777 -1.20779 -0.39901
H1 1.47411 -3.27586 -4.64944
H2 3.55900 -4.57339 -0.58218
H3 3.70890 -4.87705 1.80424
H4 2.35315 -3.37073 3.37063
H5 0.90177 -1.56323 2.27009
H6 -2.15809 0.25343 -4.68780
H7 -4.29153 1.36614 -0.98136
H8 -5.66126 0.15158 0.94230
H9 -4.62742 -1.76461 1.96933
H10 -2.49219 -2.59630 1.13788
C19 -2.32437 2.29876 3.30366
C20 -1.40284 2.61355 2.13915
C21 -0.30760 3.56936 2.62253
C22 -2.19452 3.39078 1.10896
C23 -0.84457 1.44231 1.42266
C24 -0.32329 0.63169 0.68037
H11 -2.77974 3.21172 3.72170
H12 -1.79536 1.77108 4.13691
H13 -3.14277 1.62079 3.02552
H14 -0.74711 4.48289 2.98329
H15 0.40628 3.83950 1.82546
H16 0.27032 3.08739 3.41574
H17 -2.61067 4.31689 1.50030
H18 -3.10338 2.80039 0.81154
H19 -1.56549 3.60885 0.23695
C25 4.90152 2.46015 2.23648
N5 4.49668 1.69236 1.08153
C26 3.24421 1.39856 0.79696
N6 2.24130 1.90631 1.48342
S1 2.90877 0.34960 -0.53508
H20 5.91705 2.29920 2.49478
H21 4.29063 2.11024 3.13878
H22 4.72412 3.52791 2.05222
H23 5.16232 1.36565 0.41379
H24 2.51464 2.60729 2.10847
H25 1.31801 1.82886 1.12424

Properties
Spin multiplicity = 5
Net charge = +1
DFT total energy = -78857.5980 eV
Relative energy (zero: lowest compared OMol25 entry of this formula, charge and spin) = 6.76 kcal per mole
Largest force on an atom = 4.65 eV/A

For reference, the natural (NBO) charges in units of e are:
1. Ru 1.17
2. Cl 0.07
3. C 0.03
4. C -0.27
5. C 0.21
6. N -0.64
7. C 0.63
8. O -0.55
9. C 0.12
10. C -0.18
11. C -0.13
12. C -0.23
13. C 0.08
14. N -0.44
15. C 0.33
16. C -0.28
17. C -0.08
18. Cl 0.12
19. N -0.57
20. C 0.70
21. O -0.50
22. C 0.05
23. C -0.20
24. C -0.14
25. C -0.23
26. C 0.06
27. N -0.42
28. H 0.29
29. H 0.26
30. H 0.24
31. H 0.24
32. H 0.23
33. H 0.28
34. H 0.25
35. H 0.24
36. H 0.24
37. H 0.20
38. C -0.59
39. C -0.20
40. C -0.59
41. C -0.58
42. C 0.08
43. C -0.47
44. H 0.22
45. H 0.22
46. H 0.22
47. H 0.23
48. H 0.20
49. H 0.21
50. H 0.22
51. H 0.21
52. H 0.22
53. C -0.43
54. N -0.57
55. C 0.37
56. N -0.78
57. S -0.26
58. H 0.24
59. H 0.21
60. H 0.21
61. H 0.43
62. H 0.39
63. H 0.45

No. 2
A cluster of 3 separate species, C26H25ClNO7P in total, computed with wB97M-V/def2-TZVPD.

Cartesian coordinates (Å):
C1 3.54565 -2.80562 3.56421
O1 2.65258 -3.25301 2.55299
C2 2.58754 -2.33778 1.47367
C3 1.45921 -1.29121 1.63781
C4 0.13546 -1.94032 2.07146
C5 -0.80356 -1.01756 2.83262
C6 -0.46596 -0.34409 3.99767
Cl1 1.11133 -0.56241 4.74257
C7 -1.31463 0.49452 4.66154
C8 -2.58615 0.73465 4.17796
C9 -2.94059 0.07053 3.05085
C10 -2.08615 -0.79994 2.38669
C11 -2.84119 -1.37001 1.18243
O2 -2.42674 -1.94966 0.20426
N1 -4.17906 -1.01160 1.43564
P1 -5.45046 -2.25118 1.44576
C12 -4.73192 -3.90792 1.86827
C13 -6.62752 -1.90607 2.83868
C14 -4.25671 0.12140 2.27158
O3 -5.11831 0.96036 2.32654
H1 3.17788 -3.15291 4.53623
H2 4.53473 -3.25505 3.40914
H3 3.59252 -1.71215 3.61240
H4 3.55543 -1.86421 1.27056
H5 2.32115 -2.93562 0.59036
H6 1.36924 -0.80431 0.65919
H7 1.82522 -0.51962 2.31849
H8 0.29014 -2.83639 2.68067
H9 -0.38371 -2.21621 1.15082
H10 -1.03404 0.99224 5.58272
H11 -3.30642 1.38796 4.65599
H12 -5.37934 -4.64822 1.39012
H13 -3.71118 -4.06360 1.51597
H14 -4.83093 -4.08722 2.94825
H15 -6.24327 -2.29203 3.79241
H16 -7.57563 -2.38164 2.58499
H17 -6.81081 -0.83527 2.95713
O4 0.52059 -2.01049 -4.99244
C15 0.54274 -1.22000 -4.07254
C16 1.25448 0.07608 -4.18638
C17 1.28141 0.94349 -3.17686
C18 0.59625 0.64706 -1.89413
O5 0.61704 1.43565 -0.97158
C19 -0.11621 -0.64887 -1.77890
C20 -0.14158 -1.51401 -2.78895
H18 1.74720 0.27254 -5.13075
H19 1.79738 1.89246 -3.24424
H20 -0.60999 -0.84801 -0.83678
H21 -0.65711 -2.46407 -2.72380
O6 3.35181 3.10477 -3.57990
C21 3.57627 4.09013 -4.25333
C22 2.70864 4.45227 -5.39985
C23 2.95640 5.53044 -6.13829
C24 4.11023 6.41678 -5.84475
O7 4.33451 7.39942 -6.51602
C25 4.97743 6.05280 -4.69683
C26 4.72871 4.97423 -3.95896
H22 1.87156 3.79448 -5.59810
H23 2.33587 5.81166 -6.97948
H24 5.81412 6.71023 -4.49829
H25 5.34843 4.69209 -3.11746

Properties
DFT total energy = -64998.5020 eV
Largest force on an atom = 3.31 eV/A
SMILES = COCCCc1c(Cl)ccc2c1C(=O)N(P(C)C)C2=O.O=C1C=CC(=O)C=C1.O=C1C=CC(=O)C=C1

For reference, the natural (NBO) charges in units of e are:
1. C -0.25
2. O -0.55
3. C -0.06
4. C -0.43
5. C -0.47
6. C 0.11
7. C -0.03
8. Cl -0.01
9. C -0.20
10. C -0.17
11. C -0.12
12. C -0.17
13. C 0.72
14. O -0.54
15. N -0.77
16. P 0.94
17. C -0.95
18. C -0.95
19. C 0.70
20. O -0.52
21. H 0.19
22. H 0.17
23. H 0.17
24. H 0.18
25. H 0.18
26. H 0.21
27. H 0.21
28. H 0.25
29. H 0.24
30. H 0.24
31. H 0.24
32. H 0.25
33. H 0.25
34. H 0.22
35. H 0.22
36. H 0.25
37. H 0.26
38. O -0.49
39. C 0.47
40. C -0.23
41. C -0.25
42. C 0.49
43. O -0.50
44. C -0.24
45. C -0.22
46. H 0.22
47. H 0.26
48. H 0.24
49. H 0.23
50. O -0.51
51. C 0.49
52. C -0.24
53. C -0.21
54. C 0.47
55. O -0.48
56. C -0.23
57. C -0.22
58. H 0.23
59. H 0.23
60. H 0.24
61. H 0.23

No. 3
A structure of composition C26H25FI2N3OReSSi, computed with wB97M-V/def2-TZVPD.

Cartesian coordinates (Å):
Re1 -0.04805 0.36235 0.31229
I1 -4.38969 3.10629 0.62205
C1 -2.43777 3.78929 0.48554
C2 -2.17642 5.18574 0.45648
C3 -0.90244 5.64072 0.34582
I2 -0.58563 7.69453 0.29774
C4 0.18154 4.72498 0.26119
C5 1.53690 5.09219 0.12660
C6 2.48984 4.12288 0.04978
C7 2.11306 2.77644 0.10925
N1 0.86806 2.35719 0.23355
C8 -0.10481 3.35009 0.30884
C9 -1.41732 2.88992 0.42071
O1 -1.59450 1.52700 0.43016
H1 -3.00342 5.88899 0.52270
H2 1.80692 6.14220 0.08082
H3 3.54281 4.36907 -0.05203
H4 2.86664 2.02500 0.06404
F1 4.97818 0.73336 0.67722
C10 3.88906 0.06581 0.30434
C11 3.02037 -0.39324 1.25460
C12 1.90095 -1.09755 0.83206
C13 1.66690 -1.41724 -0.50031
C14 2.47159 -0.75490 -1.42904
C15 3.59954 -0.04221 -1.03265
H5 3.23118 -0.24371 2.31178
H6 1.41008 -1.70669 1.57673
H7 2.29977 -0.91630 -2.48761
H8 4.27757 0.39762 -1.76177
N2 -2.87006 -0.23813 -1.33193
C16 -2.68340 -1.09143 -0.30938
N3 -1.61391 -1.13727 0.45634
C17 -1.76240 -2.14155 1.45355
C18 -0.90180 -2.37534 2.52102
C19 -1.18740 -3.40630 3.40441
C20 -2.33077 -4.19296 3.24616
C21 -3.22294 -3.92806 2.21880
C22 -2.92367 -2.89164 1.34448
S1 -3.89383 -2.27960 0.03662
H9 -2.31912 0.59799 -1.33700
H10 -3.78697 -0.16708 -1.73095
H11 -0.05919 -1.71649 2.69327
H12 -0.52139 -3.59165 4.24055
H13 -2.54003 -4.99503 3.94769
H14 -4.14191 -4.50267 2.11270
C23 1.12650 -2.28439 -4.02416
Si1 0.56604 -3.35678 -2.62057
C24 1.38063 -5.00006 -2.78060
C25 -1.25254 -3.56296 -2.77601
C26 1.01013 -2.76306 -0.86877
H15 0.71036 -2.73254 -4.94007
H16 2.22052 -2.26427 -4.13758
H17 0.75105 -1.25117 -3.96738
H18 1.05930 -5.49774 -3.71083
H19 1.13080 -5.66409 -1.93693
H20 2.47590 -4.88876 -2.81646
H21 -1.48624 -4.17763 -3.66255
H22 -1.74132 -2.59151 -2.90214
H23 -1.67752 -4.06934 -1.89623
H24 1.76723 -3.50158 -0.55450
H25 0.14274 -2.96952 -0.24106

Properties
Spin multiplicity = 2
Net charge = +1
DFT total energy = -73641.5154 eV
Relative energy (zero: lowest compared OMol25 entry of this formula, charge and spin) = 31.72 kcal per mole
Largest force on an atom = 1.25 eV/A

For reference, the natural (NBO) charges in units of e are:
1. Re 0.93
2. I 0.22
3. C -0.20
4. C -0.24
5. C -0.16
6. I 0.21
7. C -0.04
8. C -0.10
9. C -0.27
10. C 0.13
11. N -0.48
12. C 0.07
13. C 0.30
14. O -0.71
15. H 0.25
16. H 0.25
17. H 0.24
18. H 0.20
19. F -0.31
20. C 0.44
21. C -0.22
22. C -0.33
23. C -0.05
24. C -0.16
25. C -0.26
26. H 0.25
27. H 0.26
28. H 0.25
29. H 0.25
30. N -0.78
31. C 0.31
32. N -0.61
33. C 0.20
34. C -0.25
35. C -0.19
36. C -0.20
37. C -0.18
38. C -0.25
39. S 0.42
40. H 0.43
41. H 0.41
42. H 0.21
43. H 0.23
44. H 0.23
45. H 0.23
46. C -1.14
47. Si 1.66
48. C -1.13
49. C -1.14
50. C -0.89
51. H 0.26
52. H 0.24
53. H 0.24
54. H 0.25
55. H 0.24
56. H 0.24
57. H 0.25
58. H 0.24
59. H 0.24
60. H 0.25
61. H 0.25

No. 4
A structure of composition C26H25IN7O7SV, computed with wB97M-V/def2-TZVPD.

Cartesian coordinates (Å):
V1 0.70329 0.51907 0.06414
C1 -0.15876 2.31299 -3.76395
C2 -0.64636 3.13741 -2.61979
N1 -1.05330 4.38273 -2.82814
C3 -1.48162 5.10978 -1.79114
C4 -1.56113 4.67074 -0.47686
C5 -2.06126 5.58921 0.60904
O1 -3.16363 5.04339 1.32560
C6 -1.12794 3.36032 -0.22980
C7 -1.22831 2.73587 1.09472
N2 -0.68376 1.61944 1.37853
C8 -0.87499 1.05590 2.67503
C9 -0.86459 1.80417 3.83938
C10 -1.01980 1.15569 5.05927
C11 -1.17105 -0.22095 5.11092
C12 -1.16094 -0.97588 3.94127
C13 -1.00277 -0.32662 2.73276
I1 -1.01199 -1.38047 0.92156
C14 -0.67450 2.63711 -1.31749
O2 -0.22511 1.36348 -1.10125
H1 -0.25602 2.88359 -4.68310
H2 -0.72463 1.38402 -3.84006
H3 0.88788 2.04569 -3.61121
H4 -1.78966 6.12184 -2.02936
H5 -2.31442 6.55835 0.17281
H6 -1.27890 5.76936 1.34987
H7 -3.95863 5.14035 0.79025
H8 -1.84392 3.24660 1.83113
H9 -0.70632 2.87342 3.79924
H10 -1.00691 1.73264 5.97310
H11 -1.28546 -0.71706 6.06457
H12 -1.26328 -2.05128 3.98855
N3 -1.13513 -2.68723 -1.59662
N4 -1.33264 -1.67911 -2.59628
H13 -1.74680 -3.48598 -1.74726
H14 -0.17053 -2.99866 -1.67927
H15 -2.28320 -1.34132 -2.50701
H16 -1.24564 -2.08441 -3.52531
O3 1.64423 -2.43853 -1.91748
C15 2.29612 -1.42556 -1.91807
N5 2.10786 -0.35267 -1.03695
S1 3.24497 0.85269 -1.28907
O4 2.46011 2.03876 -1.53706
O5 4.22122 0.90430 -0.24224
C16 3.94258 0.12843 -2.70494
C17 4.95573 0.63371 -3.49604
C18 5.38656 -0.17362 -4.54194
C19 4.82605 -1.43079 -4.75676
C20 3.81810 -1.91740 -3.93605
C21 3.37799 -1.11141 -2.90024
H17 5.38923 1.60624 -3.31337
H18 6.17054 0.17987 -5.19710
H19 5.18758 -2.03476 -5.57711
H20 3.37961 -2.89317 -4.09157
C22 4.07538 -1.66714 3.66671
N6 3.43144 -0.48152 3.10773
C23 3.83724 0.77274 3.46027
C24 3.30197 1.89000 2.94622
C25 2.27555 1.74370 1.95454
O6 1.75086 2.64398 1.29600
N7 1.83862 0.45516 1.65912
C26 2.42462 -0.69999 2.18532
O7 2.08012 -1.81562 1.85956
H21 4.76175 -1.34208 4.44318
H22 4.62000 -2.20134 2.88997
H23 3.32754 -2.33309 4.09134
H24 4.64456 0.80211 4.17914
H25 3.66108 2.87250 3.20275

Properties
Spin multiplicity = 2
Net charge = +1
DFT total energy = -96749.6506 eV
Relative energy (zero: lowest compared OMol25 entry of this formula, charge and spin) = 22.34 kcal per mole
Largest force on an atom = 1.14 eV/A

For reference, the natural (NBO) charges in units of e are:
1. V 1.54
2. C -0.66
3. C 0.23
4. N -0.37
5. C 0.05
6. C -0.06
7. C -0.10
8. O -0.72
9. C -0.05
10. C 0.19
11. N -0.49
12. C 0.17
13. C -0.23
14. C -0.18
15. C -0.19
16. C -0.21
17. C -0.24
18. I 0.62
19. C 0.24
20. O -0.61
21. H 0.25
22. H 0.23
23. H 0.25
24. H 0.21
25. H 0.19
26. H 0.20
27. H 0.48
28. H 0.23
29. H 0.23
30. H 0.23
31. H 0.23
32. H 0.24
33. N -0.70
34. N -0.67
35. H 0.35
36. H 0.40
37. H 0.35
38. H 0.35
39. O -0.58
40. C 0.69
41. N -0.97
42. S 2.28
43. O -0.90
44. O -0.90
45. C -0.25
46. C -0.19
47. C -0.17
48. C -0.18
49. C -0.15
50. C -0.15
51. H 0.24
52. H 0.23
53. H 0.23
54. H 0.24
55. C -0.40
56. N -0.41
57. C 0.12
58. C -0.39
59. C 0.65
60. O -0.61
61. N -0.76
62. C 0.79
63. O -0.60
64. H 0.21
65. H 0.22
66. H 0.23
67. H 0.22
68. H 0.25

Which formula does entry 4 have?
C26H25IN7O7SV

What is the formula in the first record?
C26H25Cl2N6O2RuS

The lowest largest force on an atom belongs to which entry?
C26H25IN7O7SV

What is the largest force on an atom in the second record?
3.31 eV/A